The following is a DFT calculation (ωB97M-V/def2-TZVPD) of a molecular structure, C25H31N2OZr at a distorted geometry.

Multiplicity   1
LUMO level (spin up / spin down)   -3.67 / -3.67 eV
Relative energy (zero: lowest compared OMol25 entry of this formula, charge and spin)   74.19 kJ/mol
Orbital gap (spin up / spin down)   3.08 / 3.08 eV
HOMO energy (spin up / spin down)   -6.75 / -6.75 eV
Total energy   -32727.222 eV
Charge   +1

Last column: Löwdin charge in e.
Element x y z (Å)
C -0.105 0.923 -5.931  -0.3446
C 0.483 2.259 -5.772  -0.0881
C 0.737 -0.205 -6.338  -0.0820
C -1.560 0.758 -5.820  -0.0878
H 0.837 -0.297 -7.436  0.1041
H 0.326 -1.165 -5.987  0.0783
H 1.761 -0.103 -5.945  0.0762
H 0.500 2.842 -6.712  0.0997
H 1.525 2.203 -5.421  0.0781
H -0.091 2.857 -5.047  0.0866
H -2.090 0.921 -6.777  0.1010
H -1.983 1.481 -5.106  0.0853
H -1.830 -0.255 -5.485  0.0790
C 2.592 0.008 -0.224  -0.2012
C 2.468 -0.802 -1.396  -0.2043
C 2.187 0.056 -2.507  -0.1713
H 2.716 -1.856 -1.457  0.1129
C 2.064 1.395 -2.019  -0.1902
C 2.330 1.372 -0.611  -0.2187
H 2.464 2.236 0.030  0.0989
H 3.001 -0.311 0.726  0.1131
H 2.230 -0.230 -3.559  0.1058
H 1.924 2.283 -2.639  0.0964
C -1.868 -1.038 -0.729  -0.1979
C -0.863 -1.993 -0.365  -0.1826
C -0.016 -2.189 -1.500  -0.2079
H -0.857 -2.583 0.539  0.0909
C -0.537 -1.409 -2.589  -0.1955
C -1.667 -0.670 -2.102  -0.2022
H -2.308 -0.025 -2.706  0.0930
H -2.690 -0.724 -0.091  0.1145
H 0.780 -2.921 -1.570  0.1109
H -0.226 -1.477 -3.631  0.0995
Zr 0.280 0.097 -0.841  1.4788
C -0.098 0.510 5.866  0.0251
N 0.370 0.758 4.522  -0.0386
N -0.238 0.224 3.420  0.0679
C 0.398 0.669 2.313  -0.3355
O -0.064 0.404 1.131  -0.2026
C 1.480 1.450 2.756  0.0759
C 1.415 1.505 4.131  -0.2360
C 2.283 2.228 5.079  0.0027
C -1.307 -0.735 3.527  -0.1984
C -2.535 -0.299 4.024  -0.0248
C -3.553 -1.234 4.225  -0.0506
C -3.326 -2.574 3.895  -0.0581
C -2.098 -3.000 3.376  -0.0521
C -1.072 -2.067 3.181  -0.0104
H 0.698 0.057 6.474  0.1099
H -0.957 -0.161 5.867  0.0875
H -0.400 1.449 6.356  0.1121
H 2.202 1.889 2.087  0.1048
H 1.749 2.994 5.648  0.0991
H 2.769 1.573 5.808  0.0970
H 3.080 2.742 4.541  0.0951
H -2.666 0.766 4.230  0.1318
H -4.502 -0.896 4.632  0.1145
H -4.113 -3.303 4.057  0.1120
H -1.927 -4.045 3.120  0.1164
H -0.104 -2.343 2.752  0.1265

Cartesian forces, eV/Å:
0.0 0.0 0.7
0.2 0.6 0.4
0.4 -0.5 0.1
-0.6 0.0 0.3
0.0 0.1 0.1
0.1 0.2 -0.2
-0.2 0.0 -0.2
0.0 -0.1 0.0
-0.2 0.0 -0.1
0.2 -0.1 -0.3
0.1 -0.1 0.0
0.1 -0.2 -0.3
0.0 0.1 -0.1
0.6 0.4 -1.0
1.2 1.0 -0.1
0.3 0.2 0.8
-0.2 0.3 0.1
0.2 -0.2 -0.2
0.4 -0.8 -0.1
-0.3 -0.1 -0.2
-0.4 -0.1 0.0
-0.5 0.0 0.5
0.0 -0.4 0.3
0.3 -0.6 -0.4
-0.4 -0.1 -1.2
-1.5 -0.6 -0.4
0.3 0.3 0.0
-0.6 -0.5 0.8
0.1 -0.5 -0.3
0.3 -0.2 0.3
0.3 0.1 -0.1
-0.2 0.2 0.1
0.2 0.4 0.5
0.2 0.4 -1.3
0.1 0.1 0.9
0.0 -0.1 0.4
-0.5 -0.3 -0.1
-0.3 0.1 -0.8
0.2 0.6 2.3
0.0 0.0 -0.6
-0.1 -0.3 -0.4
0.5 0.4 0.4
-0.1 0.0 -0.1
0.0 -0.3 -0.2
0.5 0.1 -0.2
0.1 0.0 0.1
0.1 0.5 -0.1
-0.2 0.1 0.1
-0.2 0.1 -0.3
0.3 0.1 -0.1
0.1 -0.2 -0.3
0.0 0.2 0.3
-0.1 -0.1 -0.1
-0.2 -0.1 -0.1
-0.1 -0.1 -0.1
-0.1 -0.4 0.0
0.1 -0.2 -0.1
0.1 0.1 0.0
-0.1 0.3 0.1
-0.3 0.0 0.3